C4H13NO2 | the ωB97M-V functional and the def2-TZVPD basis

Computed properties:
Calculated total energy   -365.38668 hartree
SMILES string   CC(C)=CN.O.O
E_LUMO   0.73 eV
Relative energy (zero: lowest compared OMol25 entry of this formula, charge and spin)   146.5 kJ/mol

Cartesian coordinates (Å):
1 O -1.3740 1.6200 0.3913
2 O -3.1452 -0.9707 0.0908
3 N 0.3914 0.0965 -2.1829
4 C 0.7798 -0.2614 0.1583
5 C 2.2047 0.3756 0.0350
6 C 0.3839 -0.9179 1.4450
7 C 0.0417 -0.4370 -0.9929
8 H 1.3139 0.3814 -2.3399
9 H -0.8187 2.2777 0.8357
10 H 1.0772 -1.8189 1.7701
11 H 2.5144 0.5820 -0.9255
12 H -0.2820 0.2631 -2.9317
13 H -3.8636 -0.9252 0.7143
14 H -0.9375 -0.9559 -0.9582
15 H -0.7633 -1.1673 1.3722
16 H 0.4045 -0.2021 2.3358
17 H -0.7012 1.4260 -0.2825
18 H 2.9717 -0.2806 0.3271
19 H -2.4681 -0.3501 0.4261
20 H 2.2703 1.2651 0.7117

Results of the natural (NBO) charge analysis, in e, for atoms 1 through 6: number 1, O, carries -0.950; number 2, O, carries -0.957; number 3, N, carries -0.832; number 4, C, carries -0.120; number 5, C, carries -0.636; number 6, C, carries -0.633